Entry from the OMol25 dataset: a structure of composition C3H5BaO3 (ωB97M-V/def2-TZVPD).

```
12
Properties=species:S:1:pos:R:3:forces:R:3:mulliken_charge:R:1
H -1.38056 2.48761 0.94371 3.0 -3.8 -0.7 0.445
Ba -2.37734 1.64713 -1.37958 0.6 -1.2 0.5 1.682
O 0.54670 0.00401 1.34640 0.4 0.1 0.0 -0.185
O -0.77718 1.68595 0.44996 -2.2 5.9 -0.6 -0.661
H 0.33233 -1.04745 -1.68781 0.1 -0.1 0.2 0.247
C -0.72422 0.29030 1.01922 -2.0 -1.5 2.2 -0.300
O -0.99266 -0.46217 -0.18850 -0.3 0.5 -1.0 -0.303
C 0.20479 -1.15847 -0.60664 0.2 -0.1 -0.1 -0.329
H 2.06338 -1.14795 0.56579 -0.2 0.2 -0.1 0.286
C 1.28594 -0.46721 0.20658 0.2 0.0 -0.3 -0.322
H 1.72984 0.38425 -0.32592 0.0 -0.2 0.0 0.205
H 0.08898 -2.21600 -0.34321 0.1 0.2 -0.1 0.234
```
Forces are in eV/Å.

Properties
Frontier orbital gap (Ha): 0.172
Energy above the lowest of the compared OMol25 structures with the same formula, charge and spin (kJ/mol): 399.9
E (eV): -10018.463
Charge: +1